# 1
Formula: C28H50INO8PS
Source: OMol25
Level of theory: the ωB97M-V functional and the def2-TZVPD basis

Summary:
**Frontier orbital gap**: 6.4 eV
**M**: 718.65 g/mol
**E**: -75931.51596 eV
**F_max**: 0.045 Eh/bohr
**HOMO**: -0.4042 hartree

ORCA input file:
```
! RIJCOSX wB97M-V def2-TZVPD def2/J DEFGRID3
* xyz 1 1
I -4.09 -0.99 1.06
S 2.75 3.73 -0.59
P 1.27 3.63 0.64
O -3.43 0.17 -6.01
O -0.97 -2.14 0.67
O 2.40 0.00 -0.47
O 1.63 0.75 4.49
O 0.38 5.84 4.90
O 2.16 0.83 1.65
O 0.10 -3.37 -4.90
O 3.10 -0.15 2.03
N -2.19 1.85 -0.40
C 1.28 -2.62 4.90
C 1.89 1.78 5.45
C -0.67 0.10 -0.22
C -1.96 0.53 -0.47
C 1.44 6.78 4.69
C 1.21 -2.57 -5.32
C 1.81 7.48 5.99
C 0.74 -1.34 -6.07
C -2.98 -1.42 -1.79
C -3.17 -0.30 -0.78
C 0.33 -4.69 -0.46
C 0.19 -2.50 2.68
C 0.50 -4.10 0.94
C -2.82 2.22 -7.17
C 1.74 0.57 0.36
C -1.12 -4.64 -1.02
C 0.79 2.83 5.42
C -2.33 0.98 -6.43
C -0.08 -2.94 1.42
C -2.28 -0.98 -3.10
C -0.27 -1.36 -0.28
C 1.32 -4.78 1.80
C 0.32 1.02 0.09
C 1.02 -3.19 3.51
C 1.38 -4.14 -1.45
C 1.58 -4.37 3.08
C -1.27 2.75 -0.09
C 0.00 2.39 0.18
H 2.86 2.23 5.24
H 1.68 3.26 1.93
H 0.60 -3.12 5.58
H -3.13 2.17 -0.59
H 1.23 -4.56 -2.45
H -3.40 1.94 -8.05
H 1.60 1.18 3.63
H -1.43 -1.63 -3.32
H -2.02 0.08 -3.11
H 0.98 3.61 6.15
H -1.39 -5.64 -1.36
H 1.86 -3.18 -5.96
H 2.22 -4.94 3.75
H 0.09 -0.74 -5.43
H 1.93 1.31 6.43
H 1.59 -0.72 -6.38
H -3.47 2.81 -6.52
H -0.38 6.33 5.24
H -1.97 2.84 -7.48
H -1.81 -4.30 -0.26
H 1.45 -3.05 -1.44
H 2.12 6.76 6.74
H 2.29 6.22 4.30
H -2.48 -2.26 -1.30
H -0.18 2.38 5.62
H -0.43 -1.73 -1.29
H 0.16 -1.61 -6.95
H 2.62 8.19 5.83
H 1.77 -5.71 1.47
H -1.69 0.37 -7.08
H -3.98 -1.79 -2.04
H 0.59 -5.75 -0.36
H 0.95 8.02 6.39
H 2.36 -4.50 -1.10
H 1.13 7.51 3.94
H 1.05 -1.55 4.81
H -0.39 -3.63 -5.68
H -0.28 -1.56 2.99
H -2.99 -1.13 -3.92
H 2.33 -2.79 5.14
H -1.13 -4.00 -1.91
H 1.77 -2.30 -4.43
H 2.68 -0.63 2.77
H 0.73 3.29 4.43
H -3.91 0.39 -1.20
H -3.93 -0.09 -6.79
H 0.80 -1.49 -0.10
H -1.56 3.80 -0.06
H -1.77 1.25 -5.54
H 0.57 4.85 0.79
*
```

The molecule's Löwdin atomic charges, reported in e, are given here: 0.9632, 0.2342, 0.3879, -0.0963, -0.1076, 0.1812, -0.1070, -0.1093, -0.0689, -0.0997, 0.0663, 0.1630, -0.0246, -0.2817, -0.0075, -0.2122, -0.3155, -0.3091, -0.0872, -0.0893, -0.2775, -0.6569, -0.3258, 0.0145, -0.1301, -0.0857, -0.4281, -0.0362, -0.0898, -0.3265, -0.2196, -0.0586, -0.1140, -0.0197, -0.0097, -0.2782, -0.0407, -0.0289, -0.0400, -0.2894, 0.1158, -0.0118, 0.0894, 0.1872, 0.0797, 0.0769, 0.0385, 0.0636, 0.0772, 0.0724, 0.0832, 0.1125, 0.1236, 0.0556, 0.1177, 0.0807, 0.0761, 0.0851, 0.0780, 0.0749, 0.0613, 0.0768, 0.1093, 0.0614, 0.0818, 0.1214, 0.0751, 0.0783, 0.1257, 0.1022, 0.1137, 0.1234, 0.0757, 0.0851, 0.1067, 0.0500, 0.0830, 0.1365, 0.0689, 0.0843, 0.0638, 0.1077, 0.1115, 0.0483, 0.0846, 0.0864, 0.1147, 0.1460, 0.1009, -0.0005



# 2
Formula: C28H50N2O18
Source: OMol25
Level of theory: the ωB97M-V functional and the def2-TZVPD basis

Summary:
**Frontier orbital gap**: 10.0 eV
**M**: 702.70 g/mol
**Energy relative to the best compared isomer or geometry (same formula, charge and spin)**: 158.60 kJ/mol
**SMILES**: C[C@H]1COC(=O)O1.C[C@H]1COC(=O)O1.COC(=O)OC.COC(=O)OC.COC(=O)OC.COC(=O)OC.CCCC#N.CCCC#N
**E**: -69673.68896 eV
**F_max**: 0.216 Eh/bohr
**HOMO**: -0.3609 hartree

ORCA input file:
```
! RIJCOSX wB97M-V def2-TZVPD def2/J DEFGRID3
* xyz 0 1
O 3.34 3.24 4.54
O -2.50 -1.27 -2.53
O -2.65 -1.83 -4.73
O 4.45 5.10 4.95
O -2.56 2.21 -3.65
O -4.59 2.69 -4.29
O 4.63 3.15 6.46
O 3.20 -1.47 3.49
O -0.14 4.54 -1.51
O 1.76 -4.39 -2.64
O 1.08 -1.89 3.46
O 1.33 4.20 -0.01
O -0.34 5.17 0.69
O -4.45 -1.27 -3.82
O 2.12 -1.29 5.44
O -3.42 1.32 -5.79
O 1.04 -2.36 -2.58
O 1.68 -3.38 -0.46
N -4.05 -3.64 0.04
N 0.64 1.29 1.87
C 1.55 -2.06 2.13
C 4.12 -2.10 1.36
C -1.03 1.46 -0.08
C -1.52 -5.60 1.73
C -1.68 -4.53 -0.61
C -1.41 -2.47 -4.74
C -0.91 -4.74 0.67
C 5.41 5.69 5.79
C -5.66 2.70 -5.13
C 4.14 3.87 5.34
C -3.19 -1.47 -3.71
C 2.18 -5.71 -2.22
C -2.45 1.09 0.14
C -5.24 -1.21 -2.67
C -2.98 -4.04 -0.26
C -3.51 2.06 -4.59
C 0.24 4.64 -0.36
C 1.73 4.49 1.30
C 2.13 -1.56 4.21
C 2.75 1.97 4.87
C 2.96 5.38 1.22
C 2.97 -1.36 2.11
C 0.45 5.04 1.88
C -2.55 -0.35 0.71
C 1.48 -3.40 -1.90
C -1.25 1.68 -3.87
C -0.10 1.33 1.01
C 0.63 -1.23 -1.82
H 0.59 6.00 2.44
H -1.68 -5.37 -1.23
H 4.07 -1.79 0.34
H 0.48 -0.41 -2.49
H -2.42 -0.42 1.79
H -1.38 -6.63 1.42
H -1.42 0.61 -3.66
H -1.15 -2.84 -5.71
H 2.84 -0.40 1.96
H 5.09 -1.87 1.71
H 2.33 1.49 4.00
H -0.88 -5.42 2.72
H -5.42 3.18 -6.00
H -6.58 3.17 -4.64
H -2.91 1.81 0.87
H 5.25 5.85 6.88
H -0.33 -1.45 -1.35
H -3.08 1.13 -0.75
H -0.64 2.01 -3.07
H -3.57 -0.71 0.62
H 1.41 -0.96 -1.09
H -1.04 2.58 -0.40
H -1.84 -1.05 0.28
H -0.88 -3.70 1.08
H -0.22 4.28 2.38
H 3.38 5.40 2.19
H 3.99 -3.17 1.43
H 2.51 -6.24 -3.09
H 1.67 -3.15 2.00
H 2.00 3.56 1.75
H -0.92 1.77 -4.90
H -1.21 -3.68 -1.02
H 3.59 4.95 0.44
H 5.43 6.72 5.47
H -1.39 -3.37 -4.12
H 2.93 -5.63 -1.40
H 0.15 -5.07 0.52
H -5.13 -2.06 -1.98
H 1.97 2.04 5.58
H 3.52 1.32 5.31
H -5.00 -0.35 -2.09
H -5.96 1.73 -5.37
H 2.94 6.41 0.85
H -0.43 0.97 -0.88
H 1.48 -6.38 -1.77
H 1.03 -1.65 1.20
H -0.68 -1.76 -4.28
H 6.45 5.23 5.69
H -2.56 -5.24 1.88
H -6.26 -1.17 -2.87
*
```

The molecule's Löwdin atomic charges, reported in e, are given here: 0.0006, -0.0505, 0.0831, 0.0094, 0.0032, 0.0286, -0.0690, 0.0818, 0.1182, 0.0425, 0.0838, 0.1229, 0.0776, 0.0615, 0.0829, -0.0544, 0.0110, -0.0990, 0.1714, 0.2104, -0.1053, 0.0170, -0.1927, -0.1075, -0.1821, 0.0040, -0.3090, -0.0853, -0.0648, -0.4501, -0.5892, 0.0137, -0.2212, -0.0285, -0.2198, -0.4241, -0.7252, -0.3032, -0.5644, -0.0079, 0.0033, -0.2624, -0.0391, -0.0992, -0.4371, -0.0175, -0.2057, -0.0390, 0.1520, 0.1117, 0.0644, 0.0776, 0.0774, 0.0652, 0.0695, 0.0972, 0.0758, 0.0678, 0.0585, 0.1206, 0.0733, 0.1358, 0.1350, 0.1055, 0.0663, 0.1011, 0.0716, 0.0601, 0.1028, 0.1435, 0.0452, 0.1109, 0.1475, 0.0646, 0.0777, 0.0875, 0.1224, 0.1232, 0.1055, 0.0797, 0.0970, 0.0803, 0.1037, 0.1132, 0.1108, 0.0923, 0.0902, 0.1024, 0.0882, 0.0766, 0.0921, 0.1036, 0.0790, 0.1219, 0.0959, 0.1305, 0.0781, 0.0733